Record 1
{"formula": "C42H61ClMgN10O4S2Si2", "method": "the ωB97M-V functional and the def2-TZVPD basis", "homo_ev": -7.14, "homo_lumo_gap_ev": 7.4, "e_above_lowest_kj_mol": 0.00, "total_charge": 0, "energy_ha": -4521.4320, "e_lumo_ha": 0.0101, "symbols": ["H", "H", "H", "O", "C", "O", "H", "H", "H", "H", "H", "C", "C", "Cl", "C", "C", "N", "C", "H", "H", "C", "H", "N", "C", "H", "C", "O", "H", "H", "H", "O", "C", "H", "H", "H", "C", "N", "C", "S", "C", "H", "C", "H", "H", "H", "Si", "N", "C", "H", "H", "H", "C", "C", "C", "C", "H", "C", "C", "H", "C", "H", "H", "C", "C", "H", "H", "H", "H", "H", "H", "H", "H", "C", "Si", "C", "C", "C", "H", "C", "N", "C", "C", "N", "H", "H", "N", "H", "H", "C", "H", "Mg", "C", "H", "H", "H", "H", "H", "H", "H", "C", "C", "C", "N", "H", "N", "H", "H", "H", "H", "H", "C", "C", "H", "H", "H", "C", "C", "H", "S", "C", "C", "N", "H"], "positions_angstrom": [[-2.8334, -7.6107, -2.3065], [-2.0434, -3.6946, -3.6167], [-1.9091, 1.9203, 1.8681], [-2.6556, -4.8863, -1.5407], [4.5296, -0.2809, 0.7562], [-0.1931, 2.0649, -0.3858], [-2.9997, -6.9923, -0.6893], [-2.0277, -7.4318, -4.2441], [-4.2154, 0.5155, 2.0062], [1.1298, 3.7331, 2.5429], [0.7926, 2.6464, 5.1165], [0.4876, 5.0086, -0.3078], [0.2704, -6.2502, -3.5233], [2.5017, -10.9376, -4.6679], [-2.0939, -6.3444, -4.2795], [-4.8881, 0.8457, 1.2177], [-2.3837, 2.6923, -0.5922], [-4.9826, 0.9708, -1.2836], [1.8320, -3.3713, -4.2965], [-0.5527, 8.2405, -0.3078], [1.4933, -2.7937, -0.7237], [-0.5243, -0.9058, 5.5328], [0.0033, -4.2512, -0.7396], [-0.4394, -9.0558, -1.7975], [-4.3543, 0.7612, -2.1450], [-1.8685, 6.5540, -0.4373], [-4.0985, 4.1278, 0.5609], [-1.8384, -6.0353, -5.2943], [-3.3522, -4.9779, -2.1998], [2.4471, 2.5648, 2.6759], [-3.9112, 4.2307, -1.8849], [0.7149, 1.5866, 4.8557], [1.1319, -1.4798, 5.3626], [1.6858, 1.1280, 5.0631], [-5.8707, 0.4004, 1.3736], [-1.9772, -1.8363, 2.9393], [1.3365, -4.0833, -0.9013], [-1.6316, -5.8591, -1.8126], [1.9180, 0.7427, -4.5008], [0.9224, -9.0591, -1.5211], [-2.7785, 7.1365, -0.4857], [-0.5717, -3.0784, -0.4669], [-5.0944, 2.0514, -1.1955], [-0.0173, 1.1347, 5.5252], [0.5390, -6.1045, -4.5723], [0.2749, 1.4488, 3.0204], [-4.3559, 0.4250, -0.0801], [1.0332, -0.7464, -4.3351], [1.8726, -3.6190, -6.0481], [-2.1472, 1.3180, 3.5086], [2.8610, -1.0930, 3.5868], [1.4442, 2.7229, 2.2663], [0.1003, -1.6593, 5.0501], [1.3713, -10.2247, -3.5569], [-0.8779, -9.6819, -2.9615], [-2.3596, -2.6793, 3.5216], [4.3185, -0.7452, 2.0546], [-1.1296, -5.6718, -3.2924], [-2.4880, -0.9349, 3.2903], [0.6834, -3.3002, 2.6272], [-4.9541, 1.9343, 1.2475], [0.3220, -7.3179, -3.3233], [1.8341, -9.6362, -2.3938], [0.9415, -1.7581, -5.4335], [-0.8914, -8.0519, 0.0243], [0.2656, -6.2648, -0.8432], [5.1540, -1.0827, 2.6561], [-1.6763, 2.9942, 3.2546], [2.8934, -9.6252, -2.1782], [-5.9609, 0.5092, -1.4213], [-1.6274, -2.9540, -0.3045], [-0.3285, -10.7416, -4.7517], [-3.1227, 0.0040, -0.1452], [-0.1138, -1.6676, 3.1693], [-1.8958, 5.1764, -0.4714], [1.9561, -0.3034, 1.8015], [0.5521, -0.2131, 2.2386], [1.7201, -3.1807, 2.3061], [1.9708, -2.8748, -5.2571], [1.9554, 2.1647, -2.1848], [1.5124, 1.0648, -2.8504], [-0.6214, 7.1610, -0.3389], [0.7969, 0.1214, -2.2986], [-0.0702, -2.1651, -5.4171], [-1.9380, -9.7154, -3.1868], [-2.0364, -0.3884, -0.2238], [2.4556, -2.3132, -0.7870], [1.0242, -5.7416, -2.9198], [-0.7534, 4.4043, -0.4046], [1.5087, 2.6559, 1.1840], [0.0729, 0.0298, -0.0267], [-1.0710, -4.1825, -3.6743], [-2.2524, -1.9823, 1.8947], [2.9868, -2.4785, -5.2894], [2.2122, 2.9582, -2.7477], [-0.7306, -4.1231, -4.7105], [0.6777, -4.0049, 3.4626], [-3.1376, -6.0586, -4.1135], [3.5297, 0.4927, -0.9806], [-2.2623, -7.2400, -1.4557], [0.5407, 6.3976, -0.2777], [3.0438, -0.7569, 2.5739], [0.5272, -0.9074, -3.1676], [1.0744, -1.2654, -6.3980], [2.1862, 0.1053, 0.5276], [-2.1328, -9.1370, -0.5217], [-0.3744, -3.6033, -3.0712], [1.2862, -8.5893, -0.6143], [-1.0375, -5.7476, 0.2303], [1.4990, 6.8939, -0.1981], [-1.0998, 2.9387, -0.4611], [0.0159, -10.2618, -3.8460], [1.3908, 4.4184, -0.2361], [0.1404, -3.7694, 1.8058], [5.5170, -0.2452, 0.3181], [-0.5737, -5.5818, -0.7447], [-1.5276, 1.9744, 2.8894], [1.3888, 2.3749, -1.3608], [-3.2638, 4.0598, -0.6117], [-1.4184, -8.3858, -0.8708], [3.4292, 0.1307, 0.0378], [0.3417, -2.1281, -0.4529], [-0.2022, -2.6350, 5.4415]], "forces_ev_per_angstrom": [[0.00, 0.00, -0.01], [-0.01, 0.01, 0.01], [0.00, 0.01, 0.01], [0.01, -0.02, -0.01], [0.02, -0.01, 0.01], [-0.03, 0.05, 0.07], [0.00, 0.00, 0.00], [0.00, -0.01, 0.00], [-0.02, -0.04, -0.01], [0.00, 0.01, -0.01], [0.00, 0.01, 0.01], [-0.03, 0.01, 0.02], [0.00, 0.01, -0.01], [0.00, 0.00, 0.00], [-0.01, 0.00, 0.01], [0.04, 0.04, 0.03], [-0.01, 0.02, 0.01], [-0.02, -0.02, 0.00], [0.00, 0.00, 0.00], [0.00, 0.00, 0.00], [-0.03, -0.01, -0.02], [0.01, -0.03, -0.02], [-0.01, 0.01, 0.03], [-0.01, -0.01, 0.01], [-0.01, -0.01, 0.00], [0.02, 0.00, 0.00], [0.01, 0.02, -0.02], [0.00, 0.00, 0.00], [0.00, 0.00, 0.00], [0.00, 0.01, 0.00], [0.00, 0.01, -0.03], [0.00, 0.00, 0.02], [0.00, 0.00, 0.00], [0.00, 0.00, 0.01], [-0.01, 0.01, -0.03], [-0.01, 0.04, 0.02], [0.02, -0.01, -0.03], [0.00, 0.02, 0.00], [0.06, 0.02, 0.00], [0.00, -0.01, 0.01], [0.00, 0.00, 0.00], [-0.06, 0.04, -0.08], [-0.02, -0.04, -0.01], [0.01, 0.02, -0.02], [0.00, 0.01, 0.00], [-0.04, 0.01, -0.02], [-0.02, -0.14, 0.08], [-0.03, -0.03, -0.01], [0.00, 0.00, 0.00], [0.01, 0.01, 0.01], [0.00, 0.00, 0.00], [0.02, -0.01, 0.04], [-0.01, -0.01, 0.01], [0.01, 0.00, -0.01], [-0.01, -0.02, 0.01], [0.01, 0.00, 0.00], [0.00, 0.00, 0.00], [0.01, -0.01, 0.01], [0.00, -0.02, 0.00], [0.02, 0.00, 0.01], [0.00, 0.01, 0.01], [0.00, 0.03, -0.01], [0.00, 0.00, 0.00], [-0.03, 0.02, -0.01], [0.00, 0.00, 0.00], [-0.01, 0.00, -0.01], [0.00, 0.00, 0.00], [0.00, 0.00, -0.01], [0.00, 0.00, 0.00], [-0.01, 0.00, 0.00], [-0.01, 0.01, 0.01], [0.00, 0.00, 0.00], [0.06, 0.24, -0.15], [0.01, -0.01, 0.01], [0.00, -0.01, 0.03], [-0.12, -0.02, 0.00], [0.07, 0.03, 0.03], [0.00, 0.00, 0.01], [0.00, -0.01, 0.00], [-0.06, 0.02, 0.00], [-0.01, -0.03, 0.04], [-0.01, 0.00, 0.00], [-0.04, 0.02, -0.05], [0.03, 0.01, 0.00], [0.00, 0.00, 0.00], [-0.02, -0.11, 0.05], [0.01, 0.00, 0.01], [0.00, 0.00, 0.00], [-0.01, 0.00, -0.04], [-0.01, 0.01, -0.02], [-0.02, -0.04, -0.18], [0.01, -0.03, 0.00], [0.00, -0.01, -0.04], [0.00, 0.00, 0.00], [0.00, 0.01, 0.01], [-0.01, -0.01, 0.01], [0.00, 0.00, 0.01], [0.00, 0.00, 0.01], [0.00, -0.01, 0.04], [0.00, 0.02, -0.01], [0.01, -0.01, -0.01], [0.00, -0.02, -0.01], [-0.01, 0.00, 0.03], [0.00, 0.00, 0.00], [0.11, 0.03, 0.08], [0.00, 0.00, -0.01], [0.00, -0.01, 0.00], [0.00, 0.00, 0.00], [0.00, 0.00, 0.00], [0.00, 0.00, 0.00], [0.07, -0.04, -0.02], [0.00, 0.00, 0.00], [0.02, -0.01, 0.03], [-0.01, 0.01, 0.03], [0.00, 0.00, 0.00], [-0.01, 0.00, 0.04], [0.01, -0.01, 0.01], [-0.01, -0.01, -0.03], [0.00, 0.00, 0.03], [0.00, -0.01, 0.01], [-0.01, -0.01, -0.04], [0.08, -0.01, 0.05], [0.01, -0.01, 0.01]]}

Record 2
{"formula": "C42H61N4O2PSr", "method": "the ωB97M-V functional and the def2-TZVPD basis", "homo_ev": -12.92, "homo_lumo_gap_ev": 7.4, "e_above_lowest_kj_mol": 3.21, "total_charge": 2, "energy_ha": -2378.2430, "e_lumo_ha": -0.2030, "symbols": ["H", "H", "H", "H", "C", "C", "C", "C", "C", "H", "H", "C", "C", "H", "H", "H", "H", "H", "H", "H", "H", "H", "N", "O", "H", "N", "C", "H", "C", "H", "H", "H", "H", "H", "H", "H", "C", "H", "C", "O", "H", "N", "H", "H", "C", "H", "H", "H", "C", "C", "H", "H", "Sr", "C", "C", "P", "H", "N", "H", "C", "H", "C", "H", "C", "H", "H", "C", "H", "C", "H", "C", "H", "C", "C", "C", "C", "C", "C", "H", "H", "C", "C", "C", "H", "H", "H", "C", "C", "C", "C", "H", "C", "C", "H", "C", "H", "H", "H", "C", "H", "H", "H", "H", "H", "C", "C", "H", "C", "H", "H", "H"], "positions_angstrom": [[-1.0565, -0.8819, -2.9415], [1.2948, 3.3044, 5.0425], [-3.4363, 2.7935, 2.3066], [2.5954, -4.5928, 0.6317], [-2.7279, 0.4181, -2.5314], [-4.8949, -1.3055, 0.5676], [1.5269, -1.9349, -4.2764], [-3.3453, 0.8135, 1.4865], [-7.0276, 0.0155, 0.8137], [-1.8638, 3.0100, -4.5583], [-1.1752, -5.1821, 1.9082], [2.3963, -3.1773, 1.9890], [2.1988, -0.4344, -2.3249], [1.3419, 4.2063, -1.7119], [0.5955, -1.7711, -1.6826], [-0.4328, 4.1550, 1.8542], [0.0286, -3.5619, -0.0396], [-1.1484, 2.9571, 4.5694], [3.1762, 5.6621, -1.4765], [-0.5170, -2.3690, 1.1429], [-3.9135, -3.3374, -0.1611], [2.8824, 4.4708, -5.2295], [1.1084, 1.7324, 3.6432], [-1.3848, -0.4928, 1.1770], [-1.0691, -0.2305, -1.3153], [-1.4749, 2.3508, 1.9864], [3.8484, 4.6975, -3.3012], [0.1056, -3.2107, 7.2395], [1.4109, 0.9163, 4.5704], [3.1993, -0.2317, -1.9251], [-1.2762, 2.6052, -1.6109], [4.6622, 3.9924, -3.4947], [1.6165, -2.0728, -5.3542], [-2.1648, -4.4352, -0.1404], [1.0797, -4.5547, 6.6432], [-7.2823, 0.8295, 0.1340], [-0.6470, -3.3904, 0.8029], [0.8573, -5.8944, 0.9641], [1.6098, -3.3518, 4.3534], [2.1405, -0.5506, 2.0946], [3.3869, 2.0370, -2.2792], [2.0776, -4.3306, 1.4582], [-7.4639, 0.2487, 1.7854], [-3.3397, -0.4843, -2.5943], [2.2951, 3.6993, -1.5448], [1.2664, 2.6788, -4.3220], [-2.8680, 3.3690, -3.1736], [1.5455, 3.7475, 3.3576], [-2.6497, -0.3995, 1.1304], [1.9827, -3.2052, -3.5489], [1.1255, -5.7646, 2.6851], [0.4668, -1.7532, -4.0850], [0.5322, 0.9464, 1.2133], [3.4603, 4.6634, -1.8127], [-5.5388, -0.1563, 0.9175], [1.2828, 1.1009, -1.8451], [4.2300, 5.6828, -3.5662], [-2.0055, -3.5266, 0.2734], [2.8351, -3.6427, -4.0702], [-2.9075, 1.2848, -3.7707], [2.0421, 0.1501, -4.4320], [1.3297, -2.7273, 5.5359], [4.3236, 4.3687, -1.2124], [-1.2513, 0.0240, -2.3653], [-0.2767, 3.3231, -2.8543], [-2.5006, 0.7496, -4.6336], [1.5603, -0.5380, 4.4193], [-5.1994, 1.8143, 1.6788], [-0.9660, 2.5020, -2.6596], [-7.5020, -0.8913, 0.4430], [-1.1379, 3.6671, 2.5363], [-2.0298, 4.3001, 2.5763], [-2.7116, 2.0487, 1.9575], [1.9069, -1.1771, 3.1790], [-0.3938, -4.4189, 1.9210], [1.0722, -3.4791, 6.8114], [-3.0882, -2.7801, 0.2713], [2.6581, 4.3204, -4.1733], [-0.4694, -3.9290, 2.8905], [1.8668, -1.5293, -0.4908], [-0.5232, 3.5924, 3.9360], [0.9268, -5.1827, 1.7863], [0.9320, 3.1337, 4.0240], [3.0918, -2.5806, 1.4059], [-0.0483, 0.9954, -3.8874], [3.3905, -0.8940, -4.0791], [2.3882, 2.4592, -2.4477], [2.3379, -0.7175, -3.8428], [1.6777, -1.6651, -1.5619], [-3.4818, -1.4885, 0.6802], [1.0839, -0.8060, 6.4621], [1.3157, -1.3137, 5.5299], [-2.1831, 2.6263, -3.5877], [1.8345, -3.2533, 7.5581], [2.3680, -2.9234, -2.0831], [1.8124, 4.9757, -3.9430], [1.6679, -4.4333, 4.3310], [2.3033, 3.4022, -0.4897], [-4.7212, 0.8833, 1.3882], [3.4499, -2.7895, -1.9945], [1.5287, 1.2840, 5.5961], [2.1082, -3.7907, -1.4657], [-5.4859, -2.1361, 0.1966], [1.1850, -3.9499, -3.5897], [2.2742, 2.8537, -3.9402], [-0.2805, 1.1403, -2.8281], [-3.0764, 0.9643, -1.6481], [1.9270, -2.6099, 3.1884], [-3.9631, 1.4512, -3.9848], [-0.5638, 4.5967, 4.3620], [2.9400, 2.2161, -4.5248]], "forces_ev_per_angstrom": [[0.00, -0.01, -0.01], [0.01, -0.01, 0.00], [-0.01, -0.01, -0.01], [0.00, -0.01, 0.01], [0.01, -0.02, -0.02], [-0.03, 0.02, -0.02], [0.02, -0.01, -0.01], [-0.02, 0.04, 0.00], [0.00, 0.00, 0.00], [0.01, 0.00, 0.00], [0.00, 0.01, 0.01], [-0.02, 0.00, 0.00], [0.00, 0.00, -0.06], [-0.02, 0.01, -0.01], [0.01, 0.01, 0.00], [0.00, 0.01, 0.00], [0.01, 0.01, 0.01], [0.00, 0.00, 0.00], [0.00, 0.00, 0.00], [-0.01, 0.00, -0.01], [0.00, 0.00, 0.00], [0.00, 0.00, 0.00], [0.00, -0.02, 0.05], [0.08, -0.03, 0.02], [0.02, -0.02, 0.02], [-0.05, -0.06, 0.04], [0.00, 0.00, 0.00], [0.00, 0.00, 0.00], [-0.03, 0.03, -0.04], [0.00, 0.00, 0.01], [0.00, 0.00, -0.01], [0.00, 0.00, 0.00], [0.00, -0.01, 0.00], [0.00, 0.01, 0.00], [0.00, 0.00, 0.00], [0.00, 0.00, 0.00], [-0.01, -0.01, 0.00], [-0.01, 0.00, 0.00], [0.01, 0.00, 0.00], [-0.07, 0.02, 0.04], [0.00, 0.01, -0.01], [0.02, 0.03, 0.00], [0.00, 0.00, 0.00], [-0.01, 0.00, 0.01], [-0.01, -0.01, 0.01], [0.01, 0.00, -0.01], [0.00, 0.00, 0.00], [0.00, 0.00, 0.00], [0.00, 0.02, -0.05], [0.00, 0.00, 0.00], [0.00, 0.00, 0.01], [-0.01, 0.00, 0.01], [0.10, 0.09, -0.12], [0.00, 0.00, 0.00], [0.03, -0.02, 0.01], [-0.06, -0.04, 0.03], [0.00, 0.00, 0.00], [0.01, -0.02, -0.02], [0.00, 0.00, 0.00], [0.00, -0.01, -0.01], [0.00, 0.02, 0.00], [-0.01, 0.01, 0.00], [0.00, 0.00, 0.00], [-0.02, 0.03, 0.00], [0.02, 0.01, 0.01], [0.00, 0.01, 0.00], [-0.02, 0.00, -0.01], [-0.01, 0.00, 0.00], [0.01, 0.00, 0.02], [0.00, 0.00, 0.00], [0.02, 0.02, 0.03], [0.00, 0.00, 0.00], [0.08, 0.00, 0.00], [0.03, -0.07, 0.04], [-0.03, 0.00, 0.01], [0.00, -0.01, 0.00], [0.00, -0.01, 0.01], [0.00, 0.00, 0.00], [0.01, 0.00, 0.00], [-0.01, 0.01, 0.02], [0.01, -0.02, -0.01], [0.02, -0.02, 0.00], [-0.02, 0.02, 0.00], [0.00, 0.00, -0.01], [0.01, 0.01, 0.00], [0.00, 0.00, 0.01], [0.01, 0.02, -0.02], [0.00, 0.00, 0.00], [0.00, -0.02, -0.01], [-0.03, -0.01, 0.03], [0.00, -0.01, 0.01], [0.03, 0.01, 0.00], [0.00, 0.01, 0.01], [0.00, 0.00, 0.00], [-0.03, 0.00, 0.00], [0.00, 0.00, 0.00], [0.00, -0.01, 0.00], [0.01, -0.01, 0.00], [0.00, 0.00, 0.00], [0.01, 0.00, 0.01], [0.00, -0.01, 0.00], [0.02, 0.00, 0.00], [0.00, -0.01, -0.01], [0.00, 0.00, 0.00], [-0.01, -0.01, 0.00], [-0.01, -0.02, 0.03], [0.00, 0.02, 0.00], [0.02, 0.01, -0.02], [0.00, 0.00, 0.00], [-0.01, 0.01, 0.00], [0.00, 0.00, 0.00]]}